[1]
ORCA calculation (wB97M-V/def2-TZVPD) on 3 unconnected molecules or ions with the total composition C20H40NO11P2.

Values from the calculation:
total charge = +1
multiplicity = 1
orbital gap = 7.47 eV
F_max = 6.44 eV/Å
HOMO = -11.7084 eV
electronic energy = -2350.92121 hartree

Geometry as XYZ:
```
74
C20H40NO11P2 | the OMol25 dataset | wB97M-V/def2-TZVPD
C 5.426 -0.567 -1.231
C 4.336 -1.619 -1.539
C 3.466 -1.982 -0.326
C 2.357 -0.987 0.033
O 2.704 0.429 -0.206
C 1.949 0.916 -1.198
C 2.501 1.177 -2.436
C 1.675 1.690 -3.429
C 0.321 1.886 -3.156
C -0.206 1.616 -1.911
C -1.668 1.866 -1.653
C -2.493 0.621 -1.239
C -1.962 -0.154 -0.031
O -2.797 -1.327 0.160
C -2.099 -2.413 -0.372
C -2.146 -2.660 -1.863
O -1.457 -3.091 0.361
N 0.647 1.158 -0.972
H 5.021 0.408 -0.961
H 6.022 -0.425 -2.137
H 6.053 -0.988 -0.445
H 4.887 -2.527 -1.802
H 3.755 -1.373 -2.434
H 4.123 -2.152 0.528
H 2.964 -2.927 -0.554
H 1.413 -1.242 -0.456
H 2.185 -1.075 1.108
H 3.555 0.992 -2.577
H 2.124 1.915 -4.388
H -0.300 2.283 -3.947
H -2.098 2.220 -2.591
H -1.823 2.688 -0.948
H -2.660 -0.050 -2.081
H -3.484 0.989 -0.958
H -0.951 -0.542 -0.181
H -2.078 0.432 0.883
H -1.347 -2.052 -2.305
H -3.081 -2.252 -2.251
H -2.004 -3.707 -2.104
H 0.324 0.973 -0.028
C 7.212 5.858 2.111
O 6.465 4.963 2.963
P 5.084 4.273 2.354
O 4.499 3.717 3.597
O 5.914 3.180 1.473
C 6.719 2.220 2.157
O 3.823 4.254 1.304
C 3.267 2.988 1.009
H 8.145 6.094 2.616
H 7.437 5.386 1.152
H 6.655 6.780 1.947
H 6.389 2.078 3.186
H 7.763 2.536 2.148
H 6.635 1.275 1.621
H 3.098 2.407 1.917
H 3.912 2.436 0.329
H 2.308 3.163 0.517
C -10.167 -3.567 1.201
O -8.936 -4.200 0.793
P -7.686 -3.227 0.292
O -6.788 -4.246 -0.305
O -7.287 -2.808 1.814
C -6.832 -3.823 2.707
O -7.116 -1.819 -0.319
C -5.780 -1.478 0.015
H -10.809 -4.332 1.628
H -9.978 -2.800 1.957
H -10.669 -3.121 0.342
H -6.436 -4.685 2.170
H -7.648 -4.141 3.357
H -6.043 -3.393 3.322
H -5.112 -2.326 -0.120
H -5.717 -1.113 1.039
H -5.474 -0.676 -0.657
```


[2]
ORCA calculation (wB97M-V/def2-TZVPD) on a molecular structure, C21H39Br4F6Fe2O10S2.

Values from the calculation:
total charge = +1
multiplicity = 9
orbital gap (alpha / beta) = 6.76 / 6.71 eV
F_max = 4.13 eV/Å
HOMO (alpha / beta) = -11.3055 / -11.3055 eV
electronic energy = -15794.70221 hartree

Geometry as XYZ:
```
84
C21H39Br4F6Fe2O10S2 | the OMol25 dataset | wB97M-V/def2-TZVPD
Fe -2.606 -20.615 -1.058
Fe -3.076 -21.936 2.573
C -3.855 -24.499 0.837
C -4.164 -23.249 -0.015
C -5.688 -23.359 -0.315
O -3.659 -22.074 0.536
H -2.782 -24.670 0.921
H -4.169 -25.411 0.328
H -4.265 -24.410 1.843
H -3.738 -23.382 -1.010
H -6.257 -23.727 0.538
H -5.765 -24.149 -1.063
H -6.250 -22.491 -0.659
C 1.391 -21.202 1.154
F 2.264 -22.217 1.335
F 1.252 -20.543 2.298
F 1.965 -20.303 0.335
S -0.294 -21.993 0.609
O -0.868 -21.228 -0.529
O -0.007 -23.299 0.094
O -1.249 -21.996 1.742
C -3.079 -17.269 2.294
F -2.651 -16.456 1.329
F -2.686 -16.828 3.446
F -4.432 -17.157 2.304
S -2.402 -18.978 1.657
O -0.926 -18.884 1.625
O -2.937 -19.991 2.551
O -2.903 -19.230 0.309
C -1.856 -23.705 -3.967
C -3.374 -23.427 -4.061
C -3.436 -21.881 -3.779
O -2.373 -21.770 -2.799
C -1.343 -22.786 -2.927
H -1.445 -23.543 -4.964
H -1.718 -24.764 -3.750
H -3.877 -24.113 -3.379
H -3.619 -23.700 -5.087
H -4.366 -21.696 -3.242
H -3.387 -21.193 -4.623
H -1.205 -23.272 -1.962
H -0.337 -22.466 -3.200
C 0.751 -28.241 -1.144
C 1.021 -26.792 -0.754
C 0.365 -26.098 -1.876
O 0.447 -26.906 -3.081
C 0.960 -28.151 -2.673
H -0.253 -28.546 -0.851
H 1.516 -28.785 -0.589
H 2.061 -26.483 -0.863
H 0.633 -26.497 0.221
H 0.813 -25.113 -2.009
H -0.665 -25.948 -1.552
H 2.015 -28.062 -2.932
H 0.456 -28.949 -3.218
C -0.780 -17.446 -3.970
C -0.638 -16.928 -2.495
C -0.431 -18.204 -1.635
O -1.164 -19.228 -2.372
C -1.072 -18.962 -3.776
H 0.098 -17.247 -4.585
H -1.593 -16.937 -4.489
H -1.533 -16.354 -2.255
H 0.255 -16.308 -2.410
H -0.983 -18.086 -0.702
H 0.569 -18.499 -1.318
H -1.898 -19.289 -4.407
H -0.189 -19.498 -4.124
Br 4.613 -20.420 3.652
C 5.331 -19.746 1.917
C 5.665 -20.940 1.058
Br 6.460 -20.246 -0.722
H 6.310 -19.328 2.150
H 4.574 -19.093 1.483
H 4.708 -21.411 0.829
H 6.415 -21.586 1.513
Br 5.543 -24.753 3.778
C 3.591 -24.894 3.326
C 3.445 -25.214 1.832
Br 4.341 -26.940 1.398
H 3.006 -24.019 3.609
H 3.072 -25.624 3.947
H 3.890 -24.438 1.209
H 2.409 -25.367 1.532
```


[3]
ORCA calculation (wB97M-V/def2-TZVPD) on a molecular structure, C4H5NOS2.

Values from the calculation:
total charge = 0
multiplicity = 1
orbital gap = 8.58 eV
F_max = 14.89 eV/Å
HOMO = -9.4872 eV
electronic energy = -1081.53838 hartree
relative energy (zero: lowest compared OMol25 entry of this formula, charge and spin) = 669.2 kJ/mol

Geometry as XYZ:
```
13
C4H5NOS2 | the OMol25 dataset | wB97M-V/def2-TZVPD
C -0.543 -0.180 0.925
C 0.753 0.497 0.382
C -0.433 0.685 -0.366
C -1.082 1.827 -0.088
H -0.257 -1.715 -0.587
H -0.961 0.244 1.778
H 1.289 1.341 0.827
H 1.916 -1.769 0.295
H 0.519 -1.312 -1.912
N -1.928 2.519 0.586
O -0.557 -1.541 0.712
S 2.035 -0.515 -0.535
S -0.753 -0.081 -2.017
```